No. 1
This record from the Open Molecules 2025 dataset describes a 11-piece molecular cluster, H23O11 overall in a non-equilibrium geometry. The level of theory is ωB97M-V with the def2-TZVPD basis set.

Positions of all 34 atoms, in Å:
O1 -3.70 -1.33 -1.57
H1 -3.86 -2.26 -1.70
H2 -4.54 -0.87 -1.53
O2 3.28 2.09 -0.03
H3 3.65 2.88 -0.47
H4 0.56 1.56 -2.07
O3 -0.13 -0.49 -3.83
H5 1.60 0.51 -1.33
H6 -2.25 2.52 0.80
O4 -2.79 0.15 1.67
H7 -2.07 0.06 1.06
H8 1.28 1.51 2.34
O5 1.50 -1.43 2.77
H9 1.99 -0.84 3.37
H10 -2.64 -0.11 2.56
O6 1.99 -0.46 -0.19
H11 2.81 -0.09 0.10
H12 0.42 -1.21 -4.13
O7 0.91 -4.20 0.85
H13 -1.04 -0.73 -4.03
O8 1.21 2.42 2.00
H14 0.52 2.79 2.55
H15 3.06 2.58 0.76
O9 -1.08 -0.11 -1.09
H16 1.84 -4.15 1.14
H17 -1.89 0.00 -0.60
O10 1.19 0.82 -2.22
H18 -0.55 -0.73 -0.57
H19 0.58 -0.01 -2.37
O11 -2.18 3.50 0.78
H20 -2.81 3.51 0.05
H21 1.70 -1.18 0.35
H22 0.79 -1.67 3.29
H23 0.66 -5.03 1.27

The calculated total energy comes out at -22888.821 eV. The charge is +1. For the orbital gap, the calculation gives 11.0 eV. Its LUMO energy is -2.8762 eV. Its energy relative to the best compared isomer or geometry (same formula, charge and spin) is 350.5 kJ/mol.



No. 2
This record from the Open Molecules 2025 dataset describes a 2-piece molecular cluster, C3H11NS overall in a non-equilibrium geometry. The level of theory is ωB97M-V with the def2-TZVPD basis set.

Positions of all 16 atoms, in Å:
C1 -0.08 -0.78 1.61
N1 -1.39 -0.38 1.14
C2 -1.87 -0.87 -0.14
H1 0.17 -0.08 2.39
H2 -0.08 -1.78 2.05
H3 0.68 -0.87 0.81
H4 -1.56 0.60 1.22
H5 -2.77 -1.48 -0.21
H6 -1.02 -1.41 -0.60
H7 -1.89 -0.08 -0.91
C3 1.31 0.73 -1.13
S1 1.98 2.13 -2.15
H8 1.66 -0.24 -1.47
H9 1.94 0.84 -0.24
H10 0.23 0.78 -1.09
H11 2.70 2.90 -1.28

The calculated total energy comes out at -15613.337 eV. For the orbital gap, the calculation gives 9.6 eV. Its LUMO energy is 0.8659 eV. The structure (SMILES) is CNC.CS. Its energy relative to the best compared isomer or geometry (same formula, charge and spin) is 136.4 kJ/mol.



No. 3
This record from the Open Molecules 2025 dataset describes C36H48BeN5O4 as an isolated structure in a non-equilibrium geometry. The level of theory is ωB97M-V with the def2-TZVPD basis set.

Positions of all 94 atoms, in Å:
Be1 -0.71 2.92 -0.17
C1 0.06 -1.55 -0.39
C2 0.62 -0.60 0.66
O1 0.43 0.77 0.45
H1 0.62 -1.46 -1.32
H2 -0.98 -1.44 -0.69
H3 0.13 -2.60 -0.08
H4 1.69 -0.78 0.78
H5 0.16 -0.86 1.61
N1 -0.94 3.46 2.27
C3 -0.12 2.84 3.14
C4 -0.04 3.11 4.50
C5 -0.89 4.03 5.03
C6 -1.76 4.76 4.19
C7 -1.74 4.44 2.81
H6 0.54 2.13 2.66
H7 0.60 2.58 5.19
H8 -0.86 4.19 6.10
H9 -2.38 5.47 4.72
H10 -2.52 4.83 2.18
N2 -0.64 -4.65 -3.73
C8 -1.63 -4.52 -4.70
C9 -2.84 -4.02 -4.44
C10 -3.07 -3.59 -3.11
C11 -2.15 -3.68 -2.12
C12 -0.90 -4.14 -2.49
H11 -1.33 -4.75 -5.71
H12 -3.55 -3.88 -5.24
H13 -4.00 -3.11 -2.86
H14 -2.31 -3.25 -1.14
H15 -0.08 -4.16 -1.79
N3 0.74 3.13 -2.26
C13 1.91 2.44 -2.25
C14 2.83 2.36 -3.28
C15 2.54 3.01 -4.48
C16 1.44 3.86 -4.51
C17 0.66 3.88 -3.38
H16 2.09 1.81 -1.39
H17 3.70 1.72 -3.16
H18 3.22 2.96 -5.32
H19 1.26 4.53 -5.33
H20 -0.24 4.48 -3.36
N4 3.31 -0.71 -6.15
C18 2.33 -1.63 -6.26
C19 1.91 -2.44 -5.22
C20 2.59 -2.31 -3.97
C21 3.51 -1.28 -3.83
C22 3.79 -0.50 -4.93
H21 1.77 -1.71 -7.18
H22 1.13 -3.17 -5.37
H23 2.38 -3.02 -3.18
H24 4.07 -1.12 -2.93
H25 4.47 0.33 -4.87
N5 2.13 0.44 5.27
C23 2.51 -0.18 4.14
C24 3.77 -0.73 3.98
C25 4.70 -0.55 5.02
C26 4.34 0.10 6.20
C27 3.04 0.51 6.29
H26 1.83 -0.08 3.31
H27 4.06 -1.24 3.08
H28 5.69 -0.97 4.89
H29 4.98 0.20 7.07
H30 2.74 1.02 7.20
C28 -3.64 -0.25 0.85
C29 -3.45 1.19 1.30
O2 -3.01 2.03 0.52
C30 -3.81 1.49 2.75
H31 -3.93 -0.13 -0.19
H32 -4.36 -0.76 1.49
H33 -2.66 -0.73 0.85
H34 -3.77 2.58 2.82
H35 -3.08 1.05 3.42
H36 -4.83 1.21 3.02
C31 0.13 -2.71 4.80
C32 -0.95 -1.82 5.37
O3 -1.32 -1.97 6.52
C33 -1.39 -0.64 4.55
H37 1.15 -2.40 5.02
H38 -0.08 -2.76 3.73
H39 0.14 -3.72 5.22
H40 -0.54 -0.30 3.95
H41 -1.71 0.22 5.14
H42 -2.08 -0.94 3.77
C34 -3.10 0.06 -3.58
C35 -1.76 0.61 -3.10
O4 -1.72 1.53 -2.27
C36 -0.46 0.06 -3.65
H43 -3.49 0.70 -4.37
H44 -3.75 -0.03 -2.71
H45 -2.80 -0.94 -3.91
H46 0.42 0.30 -3.05
H47 -0.24 0.45 -4.64
H48 -0.52 -1.03 -3.73

The calculated total energy comes out at -54141.039 eV. The charge is +1. For the orbital gap, the calculation gives 5.3 eV. Its LUMO energy is -5.0672 eV. Its energy relative to the best compared isomer or geometry (same formula, charge and spin) is 0.0 kJ/mol.



No. 4
This record from the Open Molecules 2025 dataset describes a 4-piece molecular cluster, C38H79N3O4 overall in a non-equilibrium geometry. The level of theory is ωB97M-V with the def2-TZVPD basis set.

Positions of all 124 atoms, in Å:
C1 3.52 0.74 3.00
C2 4.92 0.13 2.97
C3 6.06 1.10 2.67
C4 5.71 2.25 1.71
C5 6.85 2.64 0.77
C6 7.35 1.54 -0.17
C7 6.33 0.46 -0.50
C8 6.61 -0.27 -1.80
C9 5.81 -1.58 -1.98
C10 4.43 -1.54 -1.34
C11 3.43 -2.56 -1.91
C12 1.99 -2.04 -1.74
C13 0.99 -3.09 -1.30
C14 -0.44 -2.55 -1.25
C15 -0.67 -1.45 -0.21
C16 -0.51 -0.01 -0.67
C17 -1.72 0.55 -1.34
C18 -2.27 0.33 -2.53
O1 -1.87 -0.50 -3.52
C19 -3.47 1.22 -2.67
O2 -4.09 1.46 -3.69
O3 -3.71 1.78 -1.45
C20 -2.55 1.58 -0.67
O4 -2.32 2.23 0.35
H1 3.46 1.61 3.63
H2 3.18 0.94 1.99
H3 2.85 -0.01 3.40
H4 4.92 -0.73 2.30
H5 5.11 -0.28 3.96
H6 6.45 1.53 3.58
H7 6.88 0.53 2.23
H8 5.49 3.12 2.32
H9 4.81 2.07 1.15
H10 7.67 3.03 1.36
H11 6.50 3.49 0.18
H12 7.65 2.00 -1.10
H13 8.24 1.06 0.23
H14 6.21 -0.23 0.33
H15 5.36 0.95 -0.60
H16 7.67 -0.49 -1.87
H17 6.37 0.38 -2.64
H18 6.41 -2.40 -1.59
H19 5.71 -1.77 -3.05
H20 4.01 -0.56 -1.56
H21 4.47 -1.67 -0.27
H22 3.56 -3.54 -1.47
H23 3.64 -2.62 -2.97
H24 1.65 -1.59 -2.67
H25 2.02 -1.28 -0.97
H26 0.97 -3.92 -2.00
H27 1.26 -3.51 -0.34
H28 -0.72 -2.25 -2.25
H29 -1.09 -3.38 -1.00
H30 -1.62 -1.58 0.28
H31 0.07 -1.61 0.57
H32 0.35 0.15 -1.32
H33 -0.35 0.60 0.21
H34 -1.11 -0.12 -3.95
C21 2.51 -2.33 5.55
C22 3.38 -2.93 6.65
N1 4.48 -2.07 7.04
C23 5.46 -2.74 7.89
C24 5.01 -3.20 9.28
C25 4.12 -0.72 7.43
C26 3.14 -0.55 8.60
H35 3.11 -2.08 4.68
H36 1.75 -3.05 5.25
H37 1.99 -1.43 5.89
H38 3.81 -3.86 6.27
H39 2.74 -3.21 7.50
H40 6.32 -2.08 7.99
H41 5.82 -3.61 7.34
H42 4.92 -2.37 9.98
H43 5.75 -3.89 9.69
H44 4.06 -3.73 9.25
H45 3.69 -0.22 6.55
H46 5.03 -0.17 7.64
H47 2.31 -1.25 8.55
H48 2.72 0.46 8.58
H49 3.63 -0.67 9.56
C27 -9.31 1.12 2.89
C28 -7.80 1.16 3.04
N2 -7.11 0.27 2.13
C29 -5.70 0.11 2.44
C30 -4.78 1.33 2.31
C31 -7.44 0.44 0.72
C32 -7.19 1.81 0.09
H50 -9.70 0.11 3.02
H51 -9.77 1.76 3.65
H52 -9.64 1.50 1.92
H53 -7.55 0.85 4.06
H54 -7.46 2.20 2.94
H55 -5.30 -0.70 1.82
H56 -5.64 -0.26 3.47
H57 -4.56 1.56 1.28
H58 -3.83 1.13 2.81
H59 -5.21 2.22 2.77
H60 -8.49 0.18 0.59
H61 -6.90 -0.33 0.15
H62 -7.52 2.63 0.73
H63 -7.76 1.89 -0.85
H64 -6.15 1.97 -0.16
C33 -5.81 1.13 -10.63
C34 -4.77 0.67 -9.63
N3 -3.98 1.75 -9.08
C35 -2.83 1.29 -8.32
C36 -3.08 0.50 -7.03
C37 -4.73 2.84 -8.48
C38 -5.68 2.51 -7.31
H65 -5.34 1.69 -11.45
H66 -6.31 0.27 -11.06
H67 -6.57 1.76 -10.18
H68 -4.08 -0.01 -10.14
H69 -5.27 0.08 -8.85
H70 -2.20 2.16 -8.08
H71 -2.22 0.67 -8.99
H72 -3.40 1.14 -6.21
H73 -2.16 0.02 -6.71
H74 -3.83 -0.28 -7.16
H75 -5.31 3.32 -9.27
H76 -4.02 3.61 -8.16
H77 -6.25 1.60 -7.50
H78 -6.39 3.32 -7.18
H79 -5.15 2.39 -6.37

The calculated total energy comes out at -53346.665 eV. For the orbital gap, the calculation gives 7.1 eV. Its LUMO energy is -0.8636 eV. The structure (SMILES) is CCCCCCCCCCCCCCCCC1=C(O)C(=O)OC1=O.CCN(CC)CC.CCN(CC)CC.CCN(CC)CC.



No. 5
This record from the Open Molecules 2025 dataset describes a 2-piece molecular cluster, C6H10N5OS overall in a non-equilibrium geometry. The level of theory is ωB97M-V with the def2-TZVPD basis set.

Positions of all 23 atoms, in Å:
C1 -0.68 0.97 -1.95
C2 0.70 0.35 -3.59
C3 0.18 0.19 -1.26
C4 1.14 1.53 1.11
C5 -0.56 -1.84 1.35
C6 0.56 2.77 0.59
N1 -0.35 1.01 -3.29
N2 -0.22 -2.86 2.18
N3 -1.82 -1.64 1.08
N4 0.11 0.06 0.05
N5 0.40 -1.08 0.78
O1 1.86 1.05 1.90
S1 1.52 -0.37 -2.25
H1 -1.58 1.36 -1.61
H2 1.14 0.11 -4.56
H3 -0.10 2.98 1.52
H4 1.23 3.72 0.48
H5 -0.11 2.64 -0.23
H6 -0.88 -3.55 2.49
H7 0.72 -2.87 2.56
H8 -2.52 -2.30 1.39
H9 -2.05 -0.93 0.48
H10 1.31 -1.31 0.80

The calculated total energy comes out at -26708.605 eV. The charge is +1. For the orbital gap, the calculation gives 8.6 eV. Its LUMO energy is -3.0236 eV. Its energy relative to the best compared isomer or geometry (same formula, charge and spin) is 11.0 kJ/mol.



No. 6
This record from the Open Molecules 2025 dataset describes C22H15Cl5F3N3NiO6S as an isolated structure. The level of theory is ωB97M-V with the def2-TZVPD basis set.

Positions of all 56 atoms, in Å:
Ni1 -0.03 1.07 1.17
Cl1 0.52 1.69 4.11
C1 2.00 1.48 3.18
C2 1.87 1.14 1.84
C3 3.08 0.92 1.19
Cl2 3.06 0.41 -0.48
C4 4.32 1.07 1.80
Cl3 5.80 0.80 0.92
C5 4.39 1.43 3.14
Cl4 5.92 1.63 3.92
C6 3.21 1.63 3.85
Cl5 3.28 2.07 5.52
C7 2.90 -3.94 -4.07
C8 1.94 -2.90 -3.54
C9 2.21 -1.54 -3.67
C10 1.33 -0.59 -3.18
C11 0.16 -0.98 -2.55
C12 -0.12 -2.33 -2.41
C13 0.77 -3.28 -2.90
S1 -0.97 0.27 -1.93
O1 -1.98 -0.51 -1.23
O2 -1.42 0.97 -3.12
N1 -0.11 1.14 -0.98
C14 0.20 2.51 -1.35
C15 0.07 3.49 -0.18
O3 0.11 4.70 -0.42
O4 0.00 2.99 1.00
H1 3.89 -3.52 -4.22
H2 2.56 -4.34 -5.03
H3 2.99 -4.78 -3.38
H4 3.14 -1.23 -4.14
H5 1.56 0.46 -3.25
H6 -1.02 -2.62 -1.89
H7 0.55 -4.34 -2.76
H8 -0.43 2.87 -2.16
H9 1.24 2.60 -1.69
N2 -6.33 1.64 1.12
C16 -4.94 1.49 1.23
C17 -4.11 2.60 1.38
C18 -2.74 2.40 1.48
N3 -2.17 1.19 1.45
C19 -2.98 0.14 1.32
C20 -4.35 0.24 1.22
H10 -6.60 2.53 0.73
H11 -6.77 0.88 0.62
H12 -4.50 3.61 1.40
H13 -2.06 3.23 1.58
H14 -2.50 -0.83 1.27
H15 -4.94 -0.66 1.10
F1 -1.31 -3.83 1.25
C21 -0.16 -3.25 1.66
F2 0.33 -4.03 2.65
F3 0.70 -3.33 0.65
C22 -0.44 -1.79 2.16
O5 -1.09 -1.72 3.20
O6 0.01 -0.91 1.40

The calculated total energy comes out at -162459.617 eV. The charge is -2. For the orbital gap (spin up / spin down), the calculation gives 6.3 / 6.3 eV. Its LUMO energy (spin up / spin down) is 4.1815 / 4.1815 eV. Its energy relative to the best compared isomer or geometry (same formula, charge and spin) is 8.1 kJ/mol.



No. 7
This record from the Open Molecules 2025 dataset describes a 2-piece molecular cluster, C9H9O2S overall in a non-equilibrium geometry. The level of theory is ωB97M-V with the def2-TZVPD basis set.

Positions of all 21 atoms, in Å:
C1 -2.95 -0.80 0.32
C2 -2.52 0.12 -0.64
C3 -1.97 -1.69 0.74
C4 -1.23 0.11 -1.24
C5 -0.66 -1.50 0.40
C6 -0.17 -0.59 -0.54
C7 1.51 3.90 0.69
C8 1.71 2.68 0.59
C9 1.18 -0.38 -0.85
O1 2.30 -2.53 0.30
O2 3.66 -0.56 -0.37
S1 2.43 -1.09 0.11
H1 -4.04 -0.64 0.47
H2 -3.36 0.72 -1.10
H3 -2.12 -2.52 1.42
H4 -0.91 0.71 -2.08
H5 0.08 -2.31 0.83
H6 1.47 4.97 0.70
H7 2.40 -0.51 1.40
H8 1.76 1.62 0.55
H9 1.43 0.30 -1.69

The calculated total energy comes out at -24405.956 eV. The charge is -1. For the orbital gap, the calculation gives 6.6 eV. Its LUMO energy is 3.5169 eV. Its energy relative to the best compared isomer or geometry (same formula, charge and spin) is 274.4 kJ/mol.



No. 8
This record from the Open Molecules 2025 dataset describes a 4-piece molecular cluster, C4H14NO3 overall in a non-equilibrium geometry. The level of theory is ωB97M-V with the def2-TZVPD basis set.

Positions of all 22 atoms, in Å:
C1 -0.25 -1.45 -0.88
C2 -0.16 -0.06 -0.26
C3 -0.98 0.12 1.05
C4 -0.20 0.80 2.20
O1 0.64 2.84 -0.38
N1 -0.66 0.82 -1.36
H1 -1.23 -1.90 -1.06
H2 0.46 -2.09 -0.35
H3 0.24 -1.28 -1.86
H4 0.86 0.25 0.00
H5 -0.98 -0.90 1.45
H6 -1.96 0.55 0.81
H7 -0.82 0.98 3.09
H8 0.20 1.73 1.78
H9 -0.37 1.82 -1.28
H10 -0.09 0.55 -2.18
H11 0.19 -2.23 3.27
H12 1.30 -0.88 -4.42
O2 1.30 -0.73 -3.46
H13 0.57 0.07 2.42
H14 1.38 3.05 -0.96
O3 0.57 -2.05 2.40

As for the expectation value of S²: 0.762. The calculated total energy comes out at -12001.442 eV. The charge is -2. Its spin multiplicity is 2. For the orbital gap (spin up / spin down), the calculation gives 6.5 / 4.3 eV. Its LUMO energy (spin up / spin down) is 6.3487 / 4.1473 eV. Its energy relative to the best compared isomer or geometry (same formula, charge and spin) is 311.8 kJ/mol.



No. 9
This record from the Open Molecules 2025 dataset describes C28H29B2Cl2F4N6O2SiTl as an isolated structure. The level of theory is ωB97M-V with the def2-TZVPD basis set.

Positions of all 75 atoms, in Å:
Tl1 0.09 -0.35 0.87
N1 -3.12 6.93 -5.99
C1 -2.77 6.13 -5.24
C2 -2.34 5.12 -4.30
C3 -1.23 5.35 -3.49
C4 -0.81 4.38 -2.60
C5 -1.50 3.18 -2.51
C6 -2.61 2.95 -3.32
C7 -3.03 3.91 -4.22
C8 -1.04 2.12 -1.56
C9 -1.71 2.08 -0.34
C10 -2.78 2.93 0.06
C11 -3.15 2.55 1.33
C12 -2.30 1.48 1.69
N2 -1.45 1.21 0.71
C13 -0.01 1.31 -2.02
C14 0.66 1.40 -3.27
C15 1.62 0.42 -3.28
C16 1.53 -0.24 -2.04
N3 0.56 0.27 -1.30
H1 -0.70 6.29 -3.56
H2 0.05 4.54 -1.95
H3 -3.13 2.01 -3.25
H4 -3.89 3.74 -4.85
H5 -3.19 3.73 -0.53
H6 -3.92 2.97 1.95
H7 -2.26 0.92 2.61
H8 0.44 2.12 -4.04
H9 2.33 0.20 -4.07
H10 2.12 -1.06 -1.67
C17 3.35 1.06 2.79
C18 3.39 -0.35 2.31
C19 4.46 -1.20 2.57
C20 4.39 -2.51 2.12
C21 3.30 -2.96 1.41
C22 2.25 -2.06 1.15
N4 2.34 -0.79 1.62
N5 1.11 -2.30 0.49
Si1 0.59 -3.70 -0.40
C23 -0.65 -3.17 -1.69
C24 -0.15 -5.01 0.72
C25 2.02 -4.48 -1.36
H11 2.52 1.18 3.49
H12 3.18 1.75 1.97
H13 4.28 1.32 3.30
H14 5.30 -0.84 3.14
H15 5.20 -3.20 2.33
H16 3.23 -3.99 1.08
H17 -1.54 -2.72 -1.25
H18 -0.97 -4.06 -2.26
H19 -0.21 -2.46 -2.39
H20 -1.05 -4.64 1.20
H21 0.56 -5.29 1.50
H22 -0.40 -5.91 0.15
H23 2.59 -3.71 -1.90
H24 1.61 -5.16 -2.10
H25 2.72 -5.04 -0.74
B1 -4.10 -3.37 1.41
C26 -2.84 -2.43 1.23
N6 -1.92 -1.74 1.08
H26 -3.74 -4.36 2.01
H27 -4.49 -3.66 0.29
H28 -4.95 -2.76 2.02
F1 1.42 2.37 0.70
B2 1.57 3.73 0.34
F2 2.03 3.80 -1.00
F3 0.34 4.40 0.43
F4 2.51 4.33 1.20
Cl1 0.04 -3.11 3.73
C27 -0.48 -1.72 4.71
Cl2 -2.25 -1.55 4.68
C28 0.24 -0.43 4.23
O1 1.11 -0.03 4.99
O2 -0.15 0.07 3.13
H29 -0.20 -1.92 5.74

The calculated total energy comes out at -92392.543 eV. The charge is -2. For the orbital gap, the calculation gives 6.8 eV. Its LUMO energy is 3.7351 eV. Its energy relative to the best compared isomer or geometry (same formula, charge and spin) is 0.0 kJ/mol.



No. 10
This record from the Open Molecules 2025 dataset describes C15H13N3O2S as an isolated structure in a non-equilibrium geometry. The level of theory is ωB97M-V with the def2-TZVPD basis set.

Positions of all 34 atoms, in Å:
O1 4.57 -1.33 2.32
N1 0.63 -0.84 0.87
O2 3.38 -2.08 4.05
S1 -1.76 2.18 -2.78
C1 3.49 -1.56 2.85
C2 0.61 -0.11 -0.21
C3 -0.51 0.38 -1.06
C4 1.04 1.87 -2.29
C5 -0.39 1.40 -1.93
C6 1.94 -0.86 1.09
C7 2.15 1.29 -1.56
C8 2.72 -0.10 0.31
C9 -5.51 -0.07 -1.62
C10 -5.04 1.14 -0.89
C11 -4.72 -0.41 -2.67
C12 -3.81 1.78 -1.23
C13 -3.63 0.27 -3.09
C14 -3.12 1.30 -2.29
N2 2.38 -1.65 2.08
N3 1.88 0.42 -0.52
C15 4.46 -1.72 5.03
H1 -1.49 -0.13 -0.83
H2 1.35 2.53 -3.23
H3 3.23 1.42 -1.84
H4 3.86 -0.07 0.36
H5 -6.45 -0.52 -1.37
H6 -5.62 1.54 -0.03
H7 -5.06 -1.28 -3.25
H8 -3.42 2.49 -0.70
H9 -3.03 -0.18 -3.87
H10 1.70 -2.21 2.54
H11 5.45 -2.06 4.74
H12 4.13 -2.20 5.99
H13 4.58 -0.63 5.06

The calculated total energy comes out at -35164.069 eV. For the orbital gap, the calculation gives 8.2 eV. Its LUMO energy is 0.5909 eV. Its energy relative to the best compared isomer or geometry (same formula, charge and spin) is 370.6 kJ/mol.